No. 1
The following is a quantum chemistry calculation of an isolated molecule of C20H25N3O4S at a distorted geometry, from OMol25.

Structure (XYZ):
```
53
C20H25N3O4S | OMol25 | wB97M-V/def2-TZVPD
O -2.996 -2.712 1.439
C -2.820 -1.556 1.126
N -1.640 -1.007 0.744
C -0.421 -1.630 0.497
C -0.186 -2.981 0.745
C 1.056 -3.529 0.483
C 2.084 -2.747 -0.023
C 1.839 -1.410 -0.264
C 0.610 -0.842 -0.013
H 0.469 0.207 -0.226
S 3.111 -0.328 -0.904
O 2.600 0.378 -2.043
O 4.330 -1.075 -1.064
N 3.192 0.772 0.376
C 3.613 2.118 0.014
H 2.969 2.830 0.540
H 3.464 2.241 -1.058
C 5.086 2.267 0.448
H 5.728 2.513 -0.395
H 5.180 3.058 1.193
C 5.446 0.905 1.054
H 5.899 0.262 0.300
H 6.116 0.987 1.908
C 4.082 0.324 1.430
H 3.723 0.728 2.381
H 4.074 -0.764 1.470
H 3.061 -3.149 -0.239
H 1.224 -4.578 0.675
H -0.986 -3.591 1.134
H -1.660 -0.029 0.479
C -3.969 -0.534 1.197
N -4.004 0.456 0.149
C -3.223 1.599 0.196
C -3.134 2.471 -0.899
C -2.371 3.621 -0.840
C -1.664 3.952 0.302
C -1.744 3.108 1.395
C -2.503 1.954 1.348
H -2.525 1.336 2.232
H -1.206 3.342 2.302
H -1.064 4.847 0.339
H -2.329 4.264 -1.707
H -3.660 2.263 -1.815
C -4.616 0.027 -1.089
H -5.387 -0.709 -0.842
H -5.116 0.874 -1.565
C -3.633 -0.608 -2.091
H -4.156 -0.764 -3.046
H -2.785 0.059 -2.264
O -3.068 -1.808 -1.628
H -3.760 -2.465 -1.488
H -4.901 -1.107 1.177
H -3.926 -0.048 2.176
```

Calculated total energy, eV: -44641.1182
Net charge: 0
E_HOMO, eV: -8.081
SMILES: O=C(CN(CCO)c1ccccc1)Nc1cccc(S(=O)(=O)N2CCCC2)c1
Relative energy (zero: lowest compared OMol25 entry of this formula, charge and spin), kcal per mole: 68.0
Max |F|, eV/Å: 1.16

No. 2
The following is a quantum chemistry calculation of a 6-piece molecular cluster, C30H75ClN5O14 overall at a distorted geometry, from OMol25.

Structure (XYZ):
```
125
C30H75ClN5O14 | OMol25 | wB97M-V/def2-TZVPD
Cl -0.463 -0.109 -0.016
O -0.949 0.862 0.883
O 0.014 0.587 -1.182
O 0.604 -0.795 0.552
O -1.489 -1.052 -0.361
C 3.199 0.596 -6.214
O 1.982 1.114 -6.715
C 1.510 2.281 -5.980
C 0.994 1.911 -4.573
N 0.634 3.044 -3.812
C 1.742 3.910 -3.409
C 2.792 3.237 -2.492
O 3.753 2.658 -3.419
C 4.987 2.208 -2.844
H 3.991 1.344 -6.242
H 3.494 -0.297 -6.765
H 3.058 0.300 -5.175
H 0.733 2.736 -6.594
H 2.215 3.113 -5.963
H 1.688 1.316 -3.979
H 0.219 1.179 -4.801
H 0.396 2.674 -2.903
H 1.274 4.746 -2.889
H 2.321 4.445 -4.161
H 2.372 2.454 -1.859
H 3.185 3.991 -1.810
H 5.530 1.618 -3.583
H 4.932 1.616 -1.931
H 5.642 3.067 -2.701
C 1.104 -4.706 0.388
O 0.312 -5.786 0.897
C -0.469 -5.336 1.946
C -1.460 -4.320 1.524
N -2.155 -3.760 2.685
C -3.287 -2.940 2.381
C -4.597 -3.715 1.909
O -5.433 -4.231 2.967
C -6.642 -4.793 2.485
H 1.771 -4.215 1.096
H 0.513 -4.011 -0.209
H 1.729 -5.257 -0.315
H 0.101 -5.002 2.813
H -1.027 -6.144 2.418
H -2.023 -4.784 0.715
H -1.039 -3.395 1.129
H -1.442 -3.213 3.146
H -2.994 -2.144 1.696
H -3.552 -2.512 3.347
H -4.326 -4.575 1.296
H -5.066 -2.969 1.268
H -7.253 -4.023 2.014
H -7.121 -5.252 3.350
H -6.513 -5.668 1.847
C 0.094 4.036 5.327
O -1.219 4.524 4.916
C -1.734 3.955 3.653
C -2.127 2.429 3.908
N -3.364 2.389 4.694
C -3.876 1.071 5.057
C -5.071 1.154 6.092
O -6.178 1.843 5.545
C -6.845 1.165 4.514
H 0.438 3.212 4.701
H 0.251 3.726 6.360
H 0.806 4.861 5.308
H -0.994 4.061 2.860
H -2.638 4.515 3.413
H -1.321 1.959 4.473
H -2.240 1.896 2.964
H -3.204 3.012 5.473
H -3.086 0.510 5.556
H -4.032 0.637 4.069
H -4.851 1.790 6.949
H -5.425 0.201 6.484
H -6.118 0.906 3.744
H -7.655 1.793 4.144
H -7.251 0.240 4.922
C 2.499 5.559 2.303
O 2.747 4.221 1.817
C 2.295 3.171 2.592
C 2.781 1.900 1.974
N 4.246 1.838 2.060
C 4.728 0.900 1.003
C 6.252 0.985 0.779
O 6.587 2.236 0.225
C 7.943 2.259 -0.268
H 1.460 5.843 2.137
H 3.068 6.357 1.826
H 2.660 5.775 3.359
H 1.223 3.196 2.397
H 2.460 3.262 3.666
H 2.421 1.937 0.946
H 2.200 1.011 2.217
H 4.531 2.776 1.814
H 4.298 1.102 0.022
H 4.413 -0.107 1.277
H 6.453 0.195 0.056
H 6.821 0.770 1.683
H 8.586 2.307 0.611
H 8.106 3.220 -0.755
H 8.143 1.409 -0.922
C -4.472 -2.117 -1.789
O -3.881 -3.392 -2.022
C -3.353 -3.565 -3.342
C -2.089 -2.702 -3.672
N -0.921 -3.345 -2.959
C 0.355 -2.589 -3.038
C 0.899 -2.544 -4.474
O 1.426 -3.784 -4.869
C 1.699 -3.955 -6.189
H -4.960 -2.043 -0.817
H -5.253 -1.926 -2.524
H -3.816 -1.279 -2.023
H -4.194 -3.242 -3.955
H -3.231 -4.624 -3.568
H -2.232 -1.673 -3.341
H -1.960 -2.778 -4.751
H -1.263 -3.400 -2.010
H 1.031 -3.166 -2.406
H 0.307 -1.574 -2.644
H 1.635 -1.758 -4.639
H 0.026 -2.236 -5.050
H 0.863 -3.883 -6.886
H 2.044 -4.988 -6.220
H 2.564 -3.444 -6.611
```

Calculated total energy, eV: -80946.8836
Multiplicity: 2
Net charge: -2
E_HOMO (spin up / spin down), eV: 2.644 / -4.670
Relative energy (zero: lowest compared OMol25 entry of this formula, charge and spin), kcal per mole: 0.0
Max |F|, eV/Å: 3.58

No. 3
The following is a quantum chemistry calculation of a 12-piece molecular cluster, C28H81NO24 overall at a distorted geometry, from OMol25.

Structure (XYZ):
```
134
C28H81NO24 | OMol25 | wB97M-V/def2-TZVPD
C -2.975 -5.658 2.659
C -2.306 -4.930 1.463
O -0.887 -4.755 1.758
O -3.115 -4.835 3.853
H -2.426 -6.565 2.909
H -3.977 -6.014 2.420
H -2.815 -3.996 1.223
H -2.472 -5.458 0.524
H -0.571 -3.902 1.450
H -2.258 -4.503 4.130
C 4.175 -2.039 2.660
C 4.757 -0.683 2.240
O 4.212 -0.404 0.952
O 2.803 -1.878 3.116
H 4.745 -2.421 3.507
H 4.273 -2.840 1.928
H 5.847 -0.699 2.246
H 4.578 0.129 2.945
H 3.263 -0.290 1.039
H 2.354 -2.691 3.358
C -4.094 1.787 -0.537
C -4.069 2.967 0.440
O -2.751 3.579 0.350
O -3.360 0.669 0.082
H -3.769 1.936 -1.567
H -5.114 1.420 -0.655
H -4.290 2.658 1.462
H -4.717 3.761 0.071
H -2.037 2.942 0.427
H -3.624 -0.107 -0.417
C 4.927 1.947 -0.954
C 3.837 1.123 -1.761
O 3.878 1.264 -3.196
O 4.725 3.399 -1.067
H 5.918 1.725 -1.351
H 4.936 1.804 0.127
H 2.812 1.406 -1.523
H 3.887 0.043 -1.620
H 3.594 0.415 -3.544
H 4.712 3.569 -2.012
C 0.279 -3.225 5.445
C 1.017 -4.468 4.822
O 1.545 -4.251 3.534
O -0.931 -2.987 4.686
H 1.009 -2.422 5.342
H 0.009 -3.440 6.478
H 0.387 -5.357 4.812
H 1.836 -4.545 5.537
H 0.807 -4.417 2.943
H -1.432 -2.283 5.105
C 2.829 -2.223 -4.517
C 1.598 -1.895 -3.723
O 0.736 -1.088 -4.499
O 3.772 -1.202 -4.536
H 2.626 -2.551 -5.536
H 3.338 -3.093 -4.103
H 1.771 -1.258 -2.856
H 1.022 -2.768 -3.417
H 1.023 -0.172 -4.529
H 4.510 -1.578 -5.020
C 2.427 -4.389 -0.541
C 2.455 -5.766 0.124
O 3.820 -6.157 0.372
O 3.005 -4.390 -1.838
H 2.902 -3.596 0.037
H 1.421 -4.011 -0.724
H 1.912 -6.472 -0.505
H 1.927 -5.713 1.076
H 4.115 -6.715 -0.352
H 3.719 -5.020 -1.714
C -4.828 -1.848 2.326
C -3.760 -1.069 3.127
O -3.866 0.364 2.865
O -4.516 -1.788 0.934
H -5.813 -1.399 2.450
H -4.827 -2.926 2.490
H -2.768 -1.493 2.968
H -4.017 -1.196 4.179
H -3.592 0.415 1.947
H -5.244 -2.193 0.457
C -0.732 1.921 4.380
C -0.782 2.442 2.919
O 0.424 2.452 2.144
O 0.183 2.695 5.132
H -0.382 0.893 4.478
H -1.721 1.874 4.835
H -1.070 3.482 3.071
H -1.525 1.796 2.450
H 0.674 3.379 2.146
H 1.062 2.584 4.761
C -0.125 -1.372 1.417
C 0.295 -0.324 0.437
O 1.568 0.314 0.737
O 0.649 -2.499 1.116
H -1.150 -1.695 1.233
H -0.096 -1.042 2.456
H -0.479 0.440 0.374
H 0.268 -0.791 -0.548
H 1.384 1.010 1.372
H 1.510 -2.239 1.451
C -2.157 -3.063 -3.591
C -2.072 -1.853 -2.662
O -3.300 -1.273 -2.271
O -2.737 -4.082 -2.900
H -1.146 -3.235 -3.960
H -2.810 -2.900 -4.448
H -1.466 -1.086 -3.143
H -1.483 -2.143 -1.792
H -3.612 -0.574 -2.851
H -3.696 -4.037 -2.924
C -0.060 2.217 -1.803
O -0.216 3.268 -2.805
C 0.871 4.159 -2.987
C 0.643 5.437 -3.824
N -0.110 6.464 -3.039
C -0.357 7.712 -3.712
C -1.225 8.607 -2.794
O -1.465 9.754 -3.672
C -2.036 10.774 -2.901
H 0.797 1.588 -2.045
H -0.915 1.546 -1.882
H 0.080 2.460 -0.750
H 1.744 3.649 -3.393
H 1.232 4.462 -2.005
H 0.146 5.292 -4.783
H 1.558 5.962 -4.096
H -1.003 6.095 -2.745
H -0.906 7.591 -4.646
H 0.534 8.311 -3.898
H -0.686 8.966 -1.918
H -2.171 8.157 -2.493
H -1.334 11.389 -2.338
H -2.922 10.312 -2.465
H -2.506 11.463 -3.604
```

Calculated total energy, eV: -80963.2633
Multiplicity: 2
Net charge: +1
E_HOMO (spin up / spin down), eV: -11.245 / -11.245
Max |F|, eV/Å: 4.30